Run P
The following is a DFT calculation (the ωB97M-V functional and the def2-TZVPD basis) of a 2-piece molecular cluster, C3H2Cl3N overall.

Values from the calculation:
Highest occupied orbital energy (spin up / spin down)   -9.492 / -8.285 eV
LUMO (spin up / spin down)   -0.5 / -1.5 eV

Each line ends with the Mulliken charge.
CARTESIAN COORDINATES (ANGSTROEM)
1 C 1.05 0.56 0.63  0.632
2 C 0.44 1.63 0.04  -0.864
3 C -1.04 -1.65 -0.55  0.260
4 N 1.53 -0.24 1.29  -0.375
5 Cl 0.25 -2.06 -1.62  -0.087
6 Cl -2.35 -0.55 -0.66  -0.090
7 Cl -0.50 -1.90 1.07  -0.115
8 H 0.93 2.04 -0.78  0.312
9 H -0.31 2.16 0.57  0.327

Run Q
The following is a DFT calculation (the ωB97M-V functional and the def2-TZVPD basis) of C3H2Cl3N as an isolated structure.

Values from the calculation:
Highest occupied orbital energy   -10.436 eV
LUMO   0.0 eV

Each line ends with the Mulliken charge.
CARTESIAN COORDINATES (ANGSTROEM)
1 C -0.20 1.19 -1.23  0.382
2 C 0.29 0.23 -0.27  -0.619
3 C 1.43 1.26 0.99  0.256
4 N -0.59 1.96 -2.00  -0.364
5 Cl 2.26 0.06 1.93  -0.108
6 Cl 0.35 2.20 1.95  -0.093
7 Cl 2.56 2.14 -0.02  -0.091
8 H 1.21 -0.31 -0.65  0.317
9 H -0.49 -0.44 0.24  0.321

The most stable of them is run Q.